[1]
Molecular formula: C3H6N2O
Method: DFT, ωB97M-V with the def2-TZVPD basis set

Cartesian coordinates (Å):
1 C 0.57 -0.16 0.56
2 C -0.65 -1.08 -0.01
3 C -0.48 0.96 0.21
4 H 1.58 1.16 -0.88
5 H 2.99 0.24 -0.20
6 H 0.79 -0.32 1.66
7 H -1.21 -1.76 0.75
8 H -0.62 -1.89 -0.87
9 H -2.77 0.29 -0.38
10 N 1.67 0.19 -0.47
11 N -1.43 0.19 -0.46
12 O -0.43 2.18 0.08

**LUMO**: 0.4 eV
**Orbital gap**: 9.8582 eV
**E_tot**: -302.4904 Ha
**F_max**: 5.81 eV/Å
**ΔE to the lowest compared entry with this formula, charge and spin**: 5.517 eV

Which charges does natural (NBO) predict for the atoms? In e, they are: atom 1 (C): -0.147, atom 2 (C): -0.249, atom 3 (C): 0.641, atom 4 (H): 0.391, atom 5 (H): 0.375, atom 6 (H): 0.240, atom 7 (H): 0.193, atom 8 (H): 0.217, atom 9 (H): 0.420, atom 10 (N): -0.869, atom 11 (N): -0.638, atom 12 (O): -0.574

[2]
Molecular formula: C3H6N2O
Method: DFT, ωB97M-V with the def2-TZVPD basis set

Cartesian coordinates (Å):
1 C -0.99 0.84 -0.12
2 N 2.30 -0.58 0.10
3 C -1.87 -0.40 -0.34
4 C 1.05 -0.14 0.34
5 N 0.35 0.49 -0.49
6 O -2.90 -0.62 0.24
7 H 2.92 -0.76 0.87
8 H 2.71 -0.29 -0.77
9 H -1.34 1.65 -0.77
10 H -1.09 1.14 0.93
11 H 0.50 -0.43 1.33
12 H -1.64 -0.89 -1.31

**SMILES string**: N/C=N/CC=O
**LUMO**: 0.9 eV
**Orbital gap**: 9.9787 eV
**E_tot**: -302.6297 Ha
**F_max**: 2.60 eV/Å
**ΔE to the lowest compared entry with this formula, charge and spin**: 1.724 eV

Which charges does natural (NBO) predict for the atoms? In e, they are: atom 1 (C): -0.345, atom 2 (N): -0.806, atom 3 (C): 0.432, atom 4 (C): 0.290, atom 5 (N): -0.522, atom 6 (O): -0.511, atom 7 (H): 0.394, atom 8 (H): 0.400, atom 9 (H): 0.227, atom 10 (H): 0.195, atom 11 (H): 0.139, atom 12 (H): 0.109

[3]
Molecular formula: C3H6N2O
Method: DFT, ωB97M-V with the def2-TZVPD basis set

Cartesian coordinates (Å):
1 C 0.64 0.26 1.60
2 C -0.31 -0.02 -0.80
3 C 0.58 -0.34 0.24
4 N -1.67 0.17 -0.72
5 N 0.33 -0.41 -1.94
6 O 1.56 -0.97 -0.32
7 H -2.20 -0.53 -0.22
8 H -2.11 0.46 -1.58
9 H 1.19 0.11 -2.11
10 H -0.35 0.58 1.93
11 H 1.04 -0.45 2.33
12 H 1.30 1.13 1.58

**SMILES string**: [H]/N=C(/N)C(C)=O
**LUMO (alpha / beta)**: -0.4 / -0.5 eV
**Orbital gap (alpha / beta)**: 7.8287 / 7.9283 eV
**E_tot**: -302.5536 Ha
**F_max**: 5.32 eV/Å
**ΔE to the lowest compared entry with this formula, charge and spin**: 3.796 eV

Which charges does natural (NBO) predict for the atoms? In e, they are: atom 1 (C): -0.698, atom 2 (C): 0.243, atom 3 (C): 0.430, atom 4 (N): -0.796, atom 5 (N): -0.530, atom 6 (O): -0.501, atom 7 (H): 0.384, atom 8 (H): 0.399, atom 9 (H): 0.350, atom 10 (H): 0.226, atom 11 (H): 0.239, atom 12 (H): 0.254

[4]
Molecular formula: C3H6N2O
Method: DFT, ωB97M-V with the def2-TZVPD basis set

Cartesian coordinates (Å):
1 C 1.91 0.16 0.26
2 N 0.67 0.67 0.26
3 C -0.46 0.06 -0.14
4 N -0.35 -1.24 -0.64
5 C -1.73 0.73 -0.16
6 O -2.77 0.17 -0.48
7 H 2.12 -0.82 -0.10
8 H 2.68 0.89 0.50
9 H 0.81 1.02 1.22
10 H -1.28 -1.58 -0.86
11 H 0.10 -1.87 0.03
12 H -1.71 1.81 0.12

**LUMO (alpha / beta)**: 0.0 / 0.3 eV
**Orbital gap (alpha / beta)**: 7.5961 / 7.7155 eV
**E_tot**: -302.5601 Ha
**F_max**: 2.26 eV/Å
**ΔE to the lowest compared entry with this formula, charge and spin**: 3.618 eV

Which charges does natural (NBO) predict for the atoms? In e, they are: atom 1 (C): -0.294, atom 2 (N): -0.504, atom 3 (C): 0.180, atom 4 (N): -0.810, atom 5 (C): 0.295, atom 6 (O): -0.583, atom 7 (H): 0.188, atom 8 (H): 0.190, atom 9 (H): 0.444, atom 10 (H): 0.407, atom 11 (H): 0.368, atom 12 (H): 0.120

[5]
Molecular formula: C3H6N2O2
Method: DFT, ωB97M-V with the def2-TZVPD basis set

Cartesian coordinates (Å):
1 C -1.79 0.23 0.03
2 C 0.02 1.05 -0.10
3 C -0.20 -1.66 0.55
4 N -1.32 1.55 -0.19
5 N -0.55 -0.23 0.31
6 O -2.87 -0.21 0.10
7 O 0.91 1.73 0.66
8 H 0.59 0.75 -1.43
9 H -0.26 -2.14 -0.38
10 H 0.85 -1.73 0.72
11 H -0.84 -2.10 1.19
12 H -1.75 2.26 -0.85
13 H 1.01 1.22 1.41

**LUMO**: 0.7 eV
**Orbital gap**: 10.3431 eV
**E_tot**: -377.8245 Ha
**F_max**: 5.77 eV/Å
**ΔE to the lowest compared entry with this formula, charge and spin**: 3.670 eV

Which charges does natural (NBO) predict for the atoms? In e, they are: atom 1 (C): 0.789, atom 2 (C): 0.494, atom 3 (C): -0.396, atom 4 (N): -0.699, atom 5 (N): -0.495, atom 6 (O): -0.584, atom 7 (O): -0.682, atom 8 (H): 0.048, atom 9 (H): 0.198, atom 10 (H): 0.211, atom 11 (H): 0.219, atom 12 (H): 0.417, atom 13 (H): 0.480

[6]
Molecular formula: C3H6N2O2
Method: DFT, ωB97M-V with the def2-TZVPD basis set

Cartesian coordinates (Å):
1 N -1.70 -0.12 -0.79
2 C -1.29 0.02 0.51
3 O -1.86 0.70 1.34
4 C -0.06 -0.82 0.89
5 O 1.08 0.01 1.13
6 C 1.67 0.53 0.05
7 N 1.26 0.34 -1.14
8 H -2.42 0.53 -1.08
9 H -0.96 -0.31 -1.46
10 H 0.17 -1.57 0.13
11 H -0.27 -1.30 1.85
12 H 2.53 1.13 0.36
13 H 1.87 0.84 -1.79

**SMILES string**: [H]/N=C/OCC(N)=O
**LUMO**: 0.9 eV
**Orbital gap**: 10.6526 eV
**E_tot**: -377.9118 Ha
**F_max**: 0.38 eV/Å
**ΔE to the lowest compared entry with this formula, charge and spin**: 1.292 eV

Which charges does natural (NBO) predict for the atoms? In e, they are: atom 1 (N): -0.822, atom 2 (C): 0.645, atom 3 (O): -0.591, atom 4 (C): -0.176, atom 5 (O): -0.472, atom 6 (C): 0.425, atom 7 (N): -0.764, atom 8 (H): 0.395, atom 9 (H): 0.416, atom 10 (H): 0.199, atom 11 (H): 0.222, atom 12 (H): 0.162, atom 13 (H): 0.361

[7]
Molecular formula: C3H6N2O2
Method: DFT, ωB97M-V with the def2-TZVPD basis set

Cartesian coordinates (Å):
1 C -0.27 1.76 0.59
2 C 0.19 -0.56 -0.21
3 C -0.97 -2.46 -0.30
4 H -0.03 2.82 0.14
5 H -0.32 1.68 1.77
6 H -1.48 1.65 0.35
7 H 2.34 1.59 -0.51
8 H 1.05 -1.00 -0.75
9 H -1.76 -3.17 0.07
10 N 0.37 0.81 -0.21
11 N -0.99 -1.11 0.13
12 O 1.81 0.73 0.09
13 O 0.07 -2.75 -1.16

**SMILES string**: CN(O)/C=N/C=O
**LUMO**: -0.3 eV
**Orbital gap**: 9.2420 eV
**E_tot**: -377.7155 Ha
**F_max**: 8.01 eV/Å
**ΔE to the lowest compared entry with this formula, charge and spin**: 6.634 eV

Which charges does natural (NBO) predict for the atoms? In e, they are: atom 1 (C): -0.468, atom 2 (C): 0.357, atom 3 (C): 0.480, atom 4 (H): 0.222, atom 5 (H): 0.227, atom 6 (H): 0.245, atom 7 (H): 0.471, atom 8 (H): 0.253, atom 9 (H): 0.177, atom 10 (N): -0.153, atom 11 (N): -0.595, atom 12 (O): -0.583, atom 13 (O): -0.633

[8]
Molecular formula: C3H6N2O2
Method: DFT, ωB97M-V with the def2-TZVPD basis set

Cartesian coordinates (Å):
1 C 0.62 -0.47 1.17
2 C -0.22 2.27 -0.03
3 C -0.37 -0.99 -1.01
4 H 1.14 -1.42 0.96
5 H 1.35 0.24 1.60
6 H -0.20 -0.65 1.90
7 H -1.03 3.03 0.01
8 H -0.96 -0.52 -1.80
9 H -0.53 -2.73 -1.66
10 N 0.14 -0.02 -0.14
11 N -0.08 -2.21 -0.91
12 O -0.82 1.03 -0.03
13 O 0.95 2.44 -0.05

**SMILES string**: [H]/N=C/N(C)OC=O
**LUMO**: 0.9 eV
**Orbital gap**: 10.4300 eV
**E_tot**: -377.8378 Ha
**F_max**: 0.82 eV/Å
**ΔE to the lowest compared entry with this formula, charge and spin**: 3.307 eV

Which charges does natural (NBO) predict for the atoms? In e, they are: atom 1 (C): -0.452, atom 2 (C): 0.640, atom 3 (C): 0.268, atom 4 (H): 0.250, atom 5 (H): 0.219, atom 6 (H): 0.196, atom 7 (H): 0.132, atom 8 (H): 0.168, atom 9 (H): 0.352, atom 10 (N): -0.159, atom 11 (N): -0.685, atom 12 (O): -0.388, atom 13 (O): -0.540

[9]
Molecular formula: C3H6N2O2
Method: DFT, ωB97M-V with the def2-TZVPD basis set

Cartesian coordinates (Å):
1 C -1.46 -0.88 0.52
2 C -0.59 0.04 0.15
3 C 0.58 -0.32 -0.97
4 N -0.70 1.40 0.25
5 N 1.72 -0.20 -0.05
6 O 2.14 0.93 0.14
7 O 2.09 -1.18 0.54
8 H -2.32 -0.63 1.11
9 H -1.34 -1.91 0.24
10 H 0.49 -1.35 -1.30
11 H 0.62 0.42 -1.75
12 H -1.39 1.76 0.89
13 H 0.17 1.92 0.24

**SMILES string**: C=C(N)C[N+](=O)[O-]
**LUMO**: 0.3 eV
**Orbital gap**: 9.1358 eV
**E_tot**: -377.7764 Ha
**F_max**: 3.57 eV/Å
**ΔE to the lowest compared entry with this formula, charge and spin**: 4.977 eV

Which charges does natural (NBO) predict for the atoms? In e, they are: atom 1 (C): -0.504, atom 2 (C): 0.208, atom 3 (C): -0.308, atom 4 (N): -0.828, atom 5 (N): 0.530, atom 6 (O): -0.413, atom 7 (O): -0.364, atom 8 (H): 0.204, atom 9 (H): 0.214, atom 10 (H): 0.237, atom 11 (H): 0.237, atom 12 (H): 0.386, atom 13 (H): 0.403

[10]
Molecular formula: C3H6N2O2
Method: DFT, ωB97M-V with the def2-TZVPD basis set

Cartesian coordinates (Å):
1 C 1.19 0.04 -0.63
2 C -0.08 -0.02 0.10
3 C -0.26 0.66 1.43
4 H 1.87 -0.87 -0.51
5 H 1.80 0.90 -0.31
6 H 0.97 0.13 -1.69
7 H -2.37 -1.56 -1.53
8 H -0.85 -0.89 -2.12
9 H 0.63 1.75 2.73
10 N -1.19 -0.62 -0.22
11 N -1.39 -1.28 -1.33
12 O 0.88 1.25 1.90
13 O -1.18 0.51 2.17

**SMILES string**: C/C(=N\N)C(=O)O
**LUMO**: 0.7 eV
**Orbital gap**: 9.6676 eV
**E_tot**: -377.8703 Ha
**F_max**: 2.62 eV/Å
**ΔE to the lowest compared entry with this formula, charge and spin**: 2.423 eV

Which charges does natural (NBO) predict for the atoms? In e, they are: atom 1 (C): -0.683, atom 2 (C): 0.014, atom 3 (C): 0.750, atom 4 (H): 0.236, atom 5 (H): 0.254, atom 6 (H): 0.206, atom 7 (H): 0.386, atom 8 (H): 0.347, atom 9 (H): 0.500, atom 10 (N): -0.136, atom 11 (N): -0.595, atom 12 (O): -0.711, atom 13 (O): -0.569